# 1
Molecular formula: C4H8NO
Method: DFT, wB97M-V/def2-TZVPD

Results
- LUMO (spin up / spin down) (eV) = -5.7 / -5.4
- frontier orbital gap (spin up / spin down) (eV) = 9.29 / 9.49
- max |F| (hartree/bohr) = 0.139
- structure (SMILES) = C=[N+]1CCCO1
- ΔE to the lowest compared entry with this formula, charge and spin (eV) = 5.0219
- electronic energy (eV) = -7803.0809

Geometry as ORCA input:
```
! wB97M-V def2-TZVPD RIJCOSX def2/J DEFGRID3
* xyz 1 1
C 2.580 0.063 0.099
N 0.809 0.115 -0.011
C -0.059 -0.999 -0.161
C -1.438 -0.385 0.126
C -1.183 1.122 -0.029
O 0.235 1.287 0.079
H 2.982 1.045 0.197
H 2.938 -0.937 0.033
H 0.207 -1.802 0.529
H 0.022 -1.397 -1.181
H -2.195 -0.734 -0.568
H -1.762 -0.620 1.139
H -1.494 1.511 -1.004
H -1.640 1.731 0.753
*
```

These are the Löwdin partial charges, in e, on atoms 1 to 5:
1. C 0.36
2. N -0.04
3. C -0.12
4. C -0.09
5. C -0.09

# 2
Molecular formula: C90H216Br18N12
Method: DFT, wB97M-V/def2-TZVPD

Results
- LUMO (eV) = 0.2
- frontier orbital gap (eV) = 8.00
- max |F| (hartree/bohr) = 0.043
- electronic energy (eV) = -1375474.1233

Geometry as ORCA input:
```
! wB97M-V def2-TZVPD RIJCOSX def2/J DEFGRID3
* xyz 0 1
C 5.123 -1.941 7.249
C 4.894 -0.709 6.371
N 3.712 0.115 6.555
C 3.691 1.175 5.584
C 2.652 2.272 5.847
C 2.422 -0.569 6.596
C 1.934 -1.196 5.315
H 4.918 -1.741 8.301
H 6.078 -2.451 7.123
H 4.411 -2.752 7.092
H 5.815 -0.132 6.463
H 4.896 -0.978 5.315
H 4.665 1.660 5.532
H 3.654 0.711 4.599
H 1.695 1.830 5.567
H 2.723 2.567 6.893
H 2.894 3.149 5.247
H 1.676 0.096 7.033
H 2.419 -1.295 7.409
H 1.074 -1.816 5.567
H 2.648 -1.846 4.809
H 1.662 -0.400 4.621
C 5.562 3.350 -6.011
C 5.343 3.962 -4.614
N 4.365 3.122 -3.893
C 4.010 3.811 -2.638
C 3.183 5.077 -2.755
C 4.815 1.760 -3.583
C 6.038 1.756 -2.631
H 6.055 4.071 -6.663
H 4.628 3.085 -6.506
H 6.113 2.410 -6.035
H 6.173 4.116 -3.923
H 4.919 4.944 -4.822
H 3.423 3.113 -2.041
H 4.901 4.033 -2.050
H 2.362 5.125 -3.470
H 2.805 5.397 -1.784
H 3.858 5.866 -3.089
H 5.024 1.186 -4.486
H 4.133 1.028 -3.151
H 5.868 2.141 -1.626
H 6.838 2.225 -3.203
H 6.462 0.752 -2.591
C -4.833 5.895 -1.048
C -3.414 6.081 -1.645
N -2.811 4.730 -1.971
C -3.521 4.082 -3.074
C -3.353 2.549 -3.228
C -1.379 4.768 -2.245
C -0.622 5.307 -1.006
H -4.725 5.140 -0.270
H -5.611 5.665 -1.777
H -5.040 6.787 -0.457
H -3.346 6.771 -2.486
H -2.847 6.519 -0.824
H -4.586 4.274 -2.942
H -3.356 4.614 -4.011
H -4.182 2.119 -3.790
H -2.476 2.273 -3.813
H -3.325 2.154 -2.212
H -1.112 5.400 -3.092
H -1.013 3.780 -2.523
H 0.384 4.890 -1.061
H -1.086 5.039 -0.057
H -0.519 6.392 -1.000
C -0.942 -2.735 8.649
C -2.215 -2.983 7.831
N -2.192 -4.202 7.041
C -1.202 -4.221 5.971
C -1.340 -3.039 4.981
C -2.294 -5.458 7.835
C -2.702 -6.632 6.983
H -0.913 -1.737 9.086
H -0.082 -2.789 7.982
H -0.891 -3.470 9.452
H -2.935 -3.103 8.640
H -2.505 -2.138 7.206
H -1.219 -5.140 5.386
H -0.225 -4.079 6.434
H -0.546 -3.050 4.234
H -1.213 -2.057 5.437
H -2.327 -3.086 4.520
H -1.308 -5.651 8.259
H -2.829 -5.382 8.781
H -1.893 -6.953 6.326
H -2.925 -7.537 7.548
H -3.613 -6.458 6.412
C -4.752 2.220 2.006
C -5.483 2.954 3.201
N -5.066 2.555 4.576
C -3.763 3.150 4.881
C -3.124 2.529 6.135
C -6.026 3.052 5.604
C -7.241 2.105 5.683
H -4.688 1.187 2.349
H -3.761 2.671 1.942
H -5.158 2.336 1.001
H -5.450 4.024 2.995
H -6.530 2.668 3.100
H -3.047 2.998 4.074
H -3.825 4.212 5.118
H -3.319 3.014 7.092
H -3.374 1.470 6.200
H -2.037 2.535 6.056
H -6.336 4.009 5.184
H -5.609 3.131 6.608
H -7.592 1.906 4.671
H -8.091 2.530 6.218
H -6.915 1.154 6.104
C 1.571 -1.478 -6.325
C 1.827 -2.814 -7.126
N 0.747 -3.120 -8.084
C 0.976 -4.286 -8.938
C 1.995 -4.075 -10.036
C -0.580 -3.246 -7.435
C -0.718 -4.328 -6.326
H 1.114 -0.655 -6.876
H 2.433 -1.086 -5.785
H 0.850 -1.736 -5.550
H 2.750 -2.650 -7.682
H 1.984 -3.731 -6.558
H 1.380 -5.029 -8.250
H 0.051 -4.651 -9.384
H 2.939 -3.740 -9.605
H 2.275 -4.991 -10.555
H 1.690 -3.299 -10.738
H -1.275 -3.457 -8.249
H -0.914 -2.266 -7.096
H -0.431 -5.243 -6.843
H -1.744 -4.431 -5.974
H 0.082 -4.174 -5.602
C -5.952 -1.073 8.028
C -6.941 -1.521 6.929
N -6.302 -2.119 5.718
C -5.323 -1.240 5.045
C -5.008 -1.571 3.615
C -5.817 -3.499 5.863
C -6.933 -4.519 6.114
H -6.578 -0.853 8.893
H -5.381 -0.177 7.786
H -5.299 -1.860 8.404
H -7.657 -2.256 7.296
H -7.624 -0.728 6.626
H -5.732 -0.232 4.967
H -4.434 -1.285 5.674
H -4.487 -2.526 3.540
H -5.863 -1.515 2.941
H -4.271 -0.883 3.199
H -5.016 -3.578 6.597
H -5.320 -3.829 4.951
H -7.633 -4.251 5.323
H -7.494 -4.384 7.039
H -6.639 -5.565 6.036
C -2.303 0.497 -8.065
C -2.999 0.533 -6.683
N -3.309 -0.851 -6.171
C -3.810 -0.833 -4.758
C -2.592 -1.090 -3.903
C -4.206 -1.679 -6.967
C -5.598 -1.115 -7.298
H -1.527 -0.268 -8.080
H -1.971 1.446 -8.486
H -3.029 0.236 -8.835
H -2.277 0.927 -5.968
H -3.914 1.126 -6.686
H -4.479 -1.663 -4.531
H -4.208 0.126 -4.428
H -1.710 -0.481 -4.099
H -2.303 -2.121 -4.103
H -2.724 -0.994 -2.825
H -3.702 -1.991 -7.882
H -4.279 -2.599 -6.387
H -6.278 -1.793 -7.813
H -6.142 -0.906 -6.377
H -5.530 -0.220 -7.917
C 6.357 8.623 6.592
C 5.868 7.826 5.290
N 5.237 6.519 5.512
C 3.953 6.599 6.254
C 2.910 7.525 5.551
C 6.255 5.739 6.185
C 5.806 4.276 6.202
H 6.919 9.527 6.360
H 6.897 8.016 7.319
H 5.481 9.057 7.074
H 5.147 8.447 4.757
H 6.734 7.757 4.631
H 3.563 5.590 6.383
H 4.055 7.026 7.252
H 3.010 7.639 4.471
H 1.908 7.155 5.770
H 3.109 8.516 5.957
H 6.432 5.976 7.234
H 7.228 5.921 5.729
H 6.641 3.630 6.473
H 5.577 4.011 5.170
H 4.956 4.011 6.830
C -4.909 -4.226 -3.218
C -5.843 -5.286 -2.702
N -7.304 -4.927 -2.782
C -8.061 -5.993 -2.131
C -7.959 -5.923 -0.611
C -7.789 -4.640 -4.152
C -7.712 -5.708 -5.199
H -5.133 -4.051 -4.270
H -3.828 -4.365 -3.212
H -5.014 -3.237 -2.774
H -5.644 -6.146 -3.341
H -5.543 -5.583 -1.697
H -9.102 -5.705 -2.278
H -7.902 -6.961 -2.607
H -7.004 -6.333 -0.284
H -7.914 -4.871 -0.330
H -8.781 -6.409 -0.086
H -7.237 -3.799 -4.570
H -8.843 -4.385 -4.042
H -8.182 -5.459 -6.150
H -8.203 -6.578 -4.763
H -6.643 -5.858 -5.352
C 10.297 -0.796 -6.785
C 9.323 -1.270 -5.715
N 7.955 -1.493 -6.180
C 7.261 -0.217 -6.229
C 5.852 -0.369 -6.833
C 7.346 -2.534 -5.302
C 7.248 -2.095 -3.869
H 10.457 -1.447 -7.644
H 11.311 -0.686 -6.399
H 10.083 0.220 -7.116
H 9.732 -2.233 -5.408
H 9.480 -0.768 -4.760
H 7.250 0.283 -5.260
H 7.757 0.381 -6.994
H 5.421 0.611 -7.038
H 5.785 -1.023 -7.702
H 5.111 -0.830 -6.180
H 7.965 -3.427 -5.218
H 6.384 -2.923 -5.635
H 6.568 -2.802 -3.394
H 6.869 -1.095 -3.657
H 8.199 -2.104 -3.337
C -2.047 0.367 0.321
C -1.145 1.135 -0.645
N 0.297 1.068 -0.336
C 0.580 1.722 0.919
C 2.058 1.521 1.416
C 1.101 1.529 -1.457
C 1.137 0.504 -2.632
H -2.368 1.051 1.106
H -1.605 -0.549 0.712
H -2.866 -0.010 -0.293
H -1.265 0.661 -1.619
H -1.474 2.168 -0.763
H -0.005 1.197 1.673
H 0.347 2.786 0.888
H 2.149 1.705 2.487
H 2.810 2.086 0.867
H 2.299 0.465 1.290
H 0.761 2.499 -1.818
H 2.152 1.687 -1.215
H 0.171 0.432 -3.130
H 1.893 0.740 -3.381
H 1.333 -0.501 -2.258
Br -7.757 0.102 -3.222
C -7.935 -1.440 -1.999
C -6.757 -1.473 -1.056
Br -6.897 -0.174 0.372
H -7.947 -2.311 -2.654
H -8.875 -1.375 -1.451
H -5.797 -1.272 -1.532
H -6.775 -2.471 -0.617
Br -3.779 -6.458 3.276
C -4.394 -5.014 1.998
C -3.214 -4.265 1.519
Br -3.808 -2.829 0.205
H -5.101 -4.341 2.483
H -5.021 -5.525 1.268
H -2.524 -4.962 1.044
H -2.598 -3.754 2.259
Br -0.072 3.608 3.751
C -0.593 5.464 4.329
C -1.494 6.060 3.219
Br -2.195 7.836 3.808
H 0.329 6.031 4.458
H -1.076 5.672 5.283
H -2.355 5.396 3.145
H -1.012 6.203 2.252
Br 1.702 6.028 1.694
C 3.606 5.503 1.382
C 4.194 4.674 2.493
Br 5.758 3.638 1.709
H 4.230 6.389 1.265
H 3.718 4.937 0.458
H 3.422 3.993 2.852
H 4.563 5.204 3.370
Br 8.250 -3.824 1.047
C 6.278 -3.968 0.739
C 5.993 -4.702 -0.595
Br 4.140 -5.328 -0.455
H 5.900 -2.947 0.694
H 5.869 -4.428 1.638
H 6.629 -5.584 -0.671
H 6.175 -4.172 -1.530
Br 2.550 3.381 -8.713
C 1.097 3.407 -7.315
C 1.569 2.774 -6.017
Br 0.180 2.807 -4.624
H 0.159 2.957 -7.638
H 0.879 4.453 -7.099
H 2.490 3.175 -5.594
H 1.814 1.719 -6.137
Br 0.122 -3.521 -1.889
C 0.821 -3.591 -0.023
C 1.692 -2.363 0.463
Br 2.788 -2.766 2.083
H 1.501 -4.444 -0.031
H -0.028 -3.745 0.642
H 1.059 -1.500 0.669
H 2.402 -2.016 -0.287
Br 3.720 -2.993 -2.836
C 4.020 -4.274 -4.286
C 3.165 -5.505 -4.038
Br 3.348 -6.606 -5.717
H 5.073 -4.555 -4.303
H 3.733 -3.760 -5.203
H 2.135 -5.203 -3.850
H 3.414 -6.114 -3.169
Br 5.107 -0.259 0.075
C 5.426 0.124 1.962
C 6.957 0.239 2.212
Br 7.346 0.612 4.103
H 4.954 -0.694 2.506
H 4.879 1.012 2.281
H 7.286 1.081 1.603
H 7.428 -0.701 1.925
*
```

These are the Löwdin partial charges, in e, on atoms 1 to 5:
1. C -0.08
2. C -0.28
3. N -0.18
4. C -0.29
5. C -0.09